[1]
C17H27N2O2PPb as an isolated structure in a non-equilibrium geometry. Source: OMol25; level of theory: ωB97M-V with the def2-TZVPD basis set.

```
50
Properties=species:S:1:pos:R:3
C -0.41963 -3.74684 -1.32844
C -0.68436 -2.57083 -2.01991
C -0.40805 -1.30364 -1.45482
C 0.16790 -1.19976 -0.20255
C 0.25453 -2.38237 0.51071
C 0.10649 -3.66125 -0.04788
C -0.66672 -0.06552 -2.27922
C -1.77860 0.90520 -1.83028
N -2.06646 1.03143 -0.38764
Pb 1.45054 0.73253 0.57570
C 0.59685 -2.32486 1.97883
P -0.15211 -0.96199 2.96022
H -1.11067 -2.59419 -3.02169
H 0.40300 -4.51595 0.57478
H -0.52331 -4.72195 -1.76813
H 1.68656 -2.34734 2.13339
H 0.25789 -3.26118 2.45802
H 0.25378 0.52383 -2.39732
H -0.98300 -0.42037 -3.26065
H -1.52088 1.91639 -2.19144
C 0.86654 -1.20365 4.46472
C -1.61429 -1.94826 3.50120
H -2.71368 0.57316 -2.33085
C -3.00411 0.04858 0.14110
C -2.36167 2.36809 0.07762
H 2.65021 -0.19226 1.71859
H -4.08462 0.20902 -0.17306
H -2.63418 -0.94689 -0.16287
H -2.94799 0.17578 1.24169
H -3.29561 2.77476 -0.33164
H -2.49146 2.27885 1.17008
H -1.54289 3.02624 -0.17284
H -1.36111 -2.79029 4.18766
H -2.36531 -1.29259 3.97035
H -2.10407 -2.36663 2.61595
H 0.69966 -2.15843 4.96841
H 1.90818 -1.13704 4.18781
H 0.66377 -0.38887 5.16741
H 0.16486 0.60421 2.18385
O 3.20582 0.46798 -2.15580
C 2.94513 1.65491 -2.09653
C 3.51016 2.76887 -2.93035
C 2.79482 4.00467 -2.46806
C 1.75469 3.48424 -1.47568
O 0.77807 4.06337 -1.05140
N 2.07444 2.18357 -1.16507
H 4.58556 2.85694 -2.79712
H 3.27750 2.60424 -3.98531
H 3.43687 4.74558 -1.95716
H 2.34096 4.50052 -3.34438
```

Output
orbital gap (spin up / spin down) = 0.246 / 0.246 Ha
max |F| = 2.123 eV/A

[2]
C20H19AsF5N12OS2SbSe4Ti as an isolated structure in a non-equilibrium geometry. Source: OMol25; level of theory: ωB97M-V with the def2-TZVPD basis set.

```
66
Properties=species:S:1:pos:R:3
Ti -0.41317 -0.02662 -0.20727
Se 2.88937 3.88765 3.30739
Sb 3.06940 1.50739 2.70469
Se 1.93818 0.50787 -0.62545
Se 1.02182 0.80832 1.34979
Se 3.04337 0.50800 4.94841
N -0.66034 -3.06641 -1.77311
C -0.48529 -1.97689 -2.60693
N -0.64437 -1.98433 -3.91901
N -0.34269 -0.72978 -4.29933
N -0.01653 -0.01796 -3.27327
N -0.08707 -0.78757 -2.16801
C -0.01713 -3.05794 -0.54533
N 0.42285 -4.13827 0.05706
N 1.00277 -3.67177 1.19448
N 0.90612 -2.39823 1.26996
N 0.23586 -1.94932 0.16479
H -0.71324 -3.96222 -2.22644
C -0.82794 4.12557 2.72500
N -0.90256 2.86489 3.44165
C -0.10361 2.51944 4.52689
C -0.29680 1.22471 4.77441
N -1.20343 0.73756 3.81602
C -1.57483 1.78524 2.99300
S -2.66679 1.80463 1.72215
C -1.34073 -0.64834 3.53468
C -1.01639 -1.57923 4.51761
C -1.12465 -2.91863 4.21329
C -1.61343 -3.29196 2.97225
C -1.89089 -2.28783 2.06670
N -1.72317 -0.98733 2.31744
H -1.72436 4.72395 2.89688
H -0.74911 3.92265 1.66031
H 0.06942 4.64004 3.05571
H 0.58618 3.20653 4.98269
H 0.22254 0.60945 5.48166
H -0.65544 -1.26093 5.48504
H -0.82164 -3.66838 4.93553
H -1.73079 -4.32744 2.68627
H -2.24978 -2.53907 1.08056
C 1.63268 2.91878 -3.26518
As -0.26730 2.80469 -2.94841
C -0.66775 4.70802 -2.80966
C -1.06826 2.50064 -4.68119
S -0.72291 2.33071 -0.91108
H 1.77299 3.63107 -4.08332
H 2.05754 1.96265 -3.54457
H 2.10567 3.29468 -2.36723
H -0.29253 5.24678 -3.68418
H -0.22967 5.12445 -1.90829
H -1.74819 4.83518 -2.75718
H -0.99398 3.45467 -5.20527
H -2.11147 2.20840 -4.60479
H -0.52169 1.73152 -5.21832
F -7.56746 0.96807 -1.40156
C -6.27679 0.63417 -1.24276
C -5.29836 1.17077 -2.04774
F -5.62964 2.02446 -3.02635
C -3.97548 0.81739 -1.86952
F -3.10191 1.33761 -2.73297
C -3.52485 -0.06940 -0.87864
O -2.26516 -0.37982 -0.68589
C -4.57299 -0.64960 -0.14285
F -4.30586 -1.60405 0.74587
C -5.89657 -0.29003 -0.29552
F -6.83224 -0.86433 0.47567
```

Output
orbital gap = 0.198 Ha
max |F| = 3.781 eV/A
energy above the lowest of the compared OMol25 structures with the same formula, charge and spin = 64.4 kcal per mole
total charge = -2

[3]
One molecule with the formula C8H14 in a non-equilibrium geometry. Source: OMol25; level of theory: ωB97M-V with the def2-TZVPD basis set.

```
22
Properties=species:S:1:pos:R:3
C 1.98779 -0.36400 0.82475
C 1.39929 0.00748 -0.33747
C 2.21925 0.90100 -1.25335
C 0.06674 -0.55669 -0.68264
C -0.12072 -1.88340 -0.64820
C -1.00011 0.48898 -0.80016
C -1.51035 0.97854 0.59704
C -2.16884 -0.13068 1.39106
H 1.39796 -0.91944 1.54990
H 3.06702 -0.50015 0.85616
H 2.05018 1.96357 -1.08070
H 3.26532 0.66088 -1.04986
H 2.04883 0.57219 -2.28750
H 0.67550 -2.52893 -0.31246
H -1.14424 -2.23348 -0.74321
H -0.65129 1.36008 -1.35786
H -1.85401 -0.00678 -1.28559
H -0.65599 1.36944 1.17721
H -2.09978 1.86075 0.37066
H -2.64306 0.42465 2.22582
H -2.92325 -0.75350 0.92026
H -1.40625 -0.71048 1.92615
```

Output
orbital gap = 0.370 Ha
max |F| = 2.367 eV/A
SMILES string = C=C(C)C(=C)CCC
energy above the lowest of the compared OMol25 structures with the same formula, charge and spin = 41.3 kcal per mole

[4]
C17H11F16N3PPt as an isolated structure. Source: OMol25; level of theory: ωB97M-V with the def2-TZVPD basis set.

```
49
Properties=species:S:1:pos:R:3
Pt -0.05307 -0.12724 -0.17884
C 0.77832 2.57692 1.21200
N 0.86548 1.13406 1.52781
C 2.27256 0.68088 1.58465
C 2.51804 -0.76979 1.19313
N 1.82410 -1.07307 -0.06321
C 2.28436 -1.90771 -0.99034
C 3.36684 -2.83312 -0.78632
F 3.88065 -2.97732 0.42644
C 3.85629 -3.61478 -1.79511
F 4.83358 -4.46224 -1.57174
C 3.30089 -3.52511 -3.08038
F 3.78047 -4.24876 -4.04561
C 2.20925 -2.67098 -3.32463
F 1.69273 -2.61351 -4.52844
C 1.70528 -1.92065 -2.30628
F 0.65584 -1.13719 -2.55917
C -0.01442 0.80021 2.66415
C -0.30764 -0.67389 2.83718
N -0.69620 -1.27531 1.55503
C -1.28724 -2.46535 1.47400
C -1.49491 -3.35513 2.58568
F -0.99436 -3.05267 3.77287
C -2.17780 -4.53519 2.45933
F -2.34364 -5.32328 3.49602
C -2.69448 -4.91554 1.21548
F -3.35751 -6.02688 1.09669
C -2.47788 -4.10833 0.08445
F -2.94042 -4.49284 -1.08302
C -1.78514 -2.94318 0.21542
F -1.58024 -2.20542 -0.88264
H 1.23785 3.14330 2.02707
H 1.30399 2.78615 0.28592
H -0.26025 2.86993 1.10651
H 2.82718 1.32127 0.90167
H 2.66787 0.84530 2.59177
H 3.59493 -0.88475 1.09371
H 2.19630 -1.47154 1.96373
H 0.42869 1.18454 3.58850
H -0.94731 1.33873 2.49930
H 0.53933 -1.21172 3.26550
H -1.11856 -0.75543 3.56118
F -0.86667 1.49851 -0.73829
P 1.95726 2.13674 -3.01370
F 1.42622 3.37720 -2.19975
F 2.16278 1.38996 -1.63492
F 2.52045 0.82974 -3.71945
F 3.07260 2.97899 -3.63941
F 0.61082 1.97958 -3.73242
```

Output
orbital gap (spin up / spin down) = 0.352 / 0.220 Ha
max |F| = 0.623 eV/A
spin multiplicity = 6
<S²> = 8.830
total charge = +2

[5]
A 2-piece molecular cluster, C3H10N2S2 overall. Source: OMol25; level of theory: ωB97M-V with the def2-TZVPD basis set.

```
17
Properties=species:S:1:pos:R:3
N 0.15603 -1.64001 -1.72095
C 0.26263 -2.89422 -1.15954
N -0.28545 -3.11917 -0.05326
H -0.59026 -1.08147 -1.32977
H 0.31688 -1.53365 -2.70781
H 0.85669 -3.59423 -1.75421
H -0.03361 -4.02508 0.32329
C -2.45972 1.93841 0.28055
C -0.95509 2.13012 0.16053
S -0.13069 0.72947 0.94264
S 1.74733 0.81082 0.17686
H -2.80504 2.06188 1.30263
H -2.76467 0.96904 -0.10588
H -2.92698 2.69350 -0.34105
H -0.60260 3.04727 0.64027
H -0.63019 2.12109 -0.87486
H 1.52073 -0.28827 -0.61996
```

Output
orbital gap (spin up / spin down) = 0.334 / 0.180 Ha
max |F| = 0.825 eV/A
energy above the lowest of the compared OMol25 structures with the same formula, charge and spin = 4.2 kcal per mole
spin multiplicity = 2
<S²> = 0.754
total charge = +1

[6]
C6H9N as an isolated structure in a non-equilibrium geometry. Source: OMol25; level of theory: ωB97M-V with the def2-TZVPD basis set.

```
16
Properties=species:S:1:pos:R:3
C -0.92213 -1.44434 -1.20924
C 1.16309 -0.27047 -0.97622
C 0.03465 -0.78845 -0.11420
C -0.51353 0.46017 -0.76311
C 0.18816 -1.12540 1.34429
C -0.85486 1.85695 -0.33008
N -1.32847 -0.31584 -1.70335
H -1.12469 -2.38019 -1.76011
H 1.88811 0.25668 -0.51654
H 1.28262 -0.63890 -2.04271
H 0.29307 -0.05531 1.65743
H 0.97970 -1.78409 1.44098
H -0.80859 -1.54199 1.66358
H -1.88320 1.71951 -0.28389
H -0.56060 2.51173 -1.16005
H -0.25780 2.06532 0.54877
```

Output
orbital gap = 0.342 Ha
max |F| = 5.464 eV/A
energy above the lowest of the compared OMol25 structures with the same formula, charge and spin = 103.8 kcal per mole

[7]
A 12-piece molecular cluster, C21H66O21 overall in a non-equilibrium geometry. Source: OMol25; level of theory: ωB97M-V with the def2-TZVPD basis set.

```
108
Properties=species:S:1:pos:R:3
O -4.42365 -4.66676 16.29988
C -5.82728 -4.41846 16.04104
C -6.77946 -4.61627 17.17059
O -6.14483 -4.15973 18.43138
H -4.16816 -4.62682 17.26150
H -5.92795 -3.37022 15.67636
H -6.06112 -5.07060 15.20726
H -6.98236 -5.73069 17.25270
H -7.74243 -4.08723 16.97544
H -6.56743 -4.64770 19.15415
O -6.95031 -4.30631 21.21464
C -5.67159 -4.53924 21.88477
C -4.86243 -3.30304 22.18254
O -4.45542 -2.54597 21.01707
H -7.47902 -3.53634 21.48449
H -5.87228 -5.10510 22.90563
H -5.02699 -5.20549 21.25584
H -3.98708 -3.64456 22.76119
H -5.48742 -2.68069 22.86211
H -5.07018 -1.83726 20.80782
O -1.13092 -0.82641 16.18597
C 0.18109 -0.59676 15.63391
C 0.07464 -0.11417 14.20221
O -0.52645 1.16140 14.05410
H -1.28421 -0.07902 16.85702
H 0.69980 0.10557 16.31946
H 0.68157 -1.59868 15.60999
H -0.43935 -0.68826 13.46115
H 1.07139 -0.07980 13.85596
H -1.42860 1.00316 14.35384
O -2.65176 -1.69384 23.64796
C -1.95693 -0.87617 24.53250
C -0.56303 -0.67510 23.96834
O -0.03608 -1.93973 23.50217
H -2.79623 -1.04601 22.97189
H -2.33952 0.17527 24.64188
H -1.93816 -1.42920 25.47799
H 0.08879 -0.15576 24.71064
H -0.62335 -0.06394 23.05039
H -0.54599 -2.19587 22.69701
O -3.06357 -3.83511 18.65916
C -1.95946 -2.96394 18.41022
C -1.12086 -2.96610 19.63936
O -1.67302 -2.23735 20.71677
H -3.87034 -3.30723 18.81988
H -1.41864 -3.42056 17.51878
H -2.29049 -1.96436 18.21972
H -0.12115 -2.49445 19.43581
H -0.80447 -4.02465 19.94207
H -2.54464 -2.55299 20.89740
O -3.05454 -0.95488 14.42556
C -3.61802 -2.24337 14.27791
C -2.52038 -3.34321 14.12782
O -2.90960 -4.63325 13.75789
H -2.35437 -1.00845 15.13147
H -4.32923 -2.38920 15.13015
H -4.21764 -2.33332 13.40829
H -1.84720 -3.48892 15.02472
H -1.82755 -2.94299 13.31051
H -3.54995 -4.96572 14.35423
O -1.93824 0.41926 20.74072
C -0.65814 0.99011 20.44316
C -0.15267 0.68897 19.03206
O -0.88345 1.23640 17.91583
H -1.78096 -0.55286 20.65303
H -0.87335 2.06626 20.58394
H 0.08398 0.63896 21.21063
H -0.03540 -0.35439 18.93175
H 0.88384 1.10340 18.97960
H -1.72860 1.68197 18.17387
O -9.02835 -1.40504 15.93480
C -8.23050 -0.98546 17.05299
C -8.76195 -1.68099 18.28628
O -7.78741 -1.91703 19.34242
H -8.67241 -1.11183 15.08925
H -7.18422 -1.24589 16.86204
H -8.27854 0.08464 17.13095
H -9.22872 -2.63211 17.97712
H -9.58161 -1.16321 18.75776
H -7.04627 -2.59899 19.06695
O -5.16272 -0.19511 16.36846
C -4.20082 0.25150 17.25133
C -4.60873 1.44879 18.09632
O -3.53550 1.77707 18.98942
H -4.80425 -0.20880 15.48452
H -3.91874 -0.64615 17.96909
H -3.30588 0.47537 16.61042
H -5.44179 1.10785 18.64228
H -4.91755 2.27950 17.47200
H -3.15276 0.97776 19.39979
C -6.01547 1.15654 21.26880
O -6.07505 -0.25388 21.13481
H -6.32667 1.37001 22.26660
H -5.00688 1.35837 21.04754
H -6.60046 1.63603 20.45756
H -6.95461 -0.54388 20.74913
C 3.02028 -1.18941 20.70392
O 2.00644 -1.88557 19.95091
H 3.44988 -0.46263 20.10166
H 2.62015 -0.81223 21.70103
H 3.87479 -1.87944 20.98897
H 2.13530 -2.86040 19.94458
C 1.46003 -4.89276 21.06514
O 2.05467 -4.51296 19.77325
H 2.14234 -5.48219 21.59840
H 1.23597 -3.95259 21.60644
H 0.53721 -5.50376 20.83803
H 3.04252 -4.39663 19.96781
```

Output
orbital gap = 0.368 Ha
max |F| = 3.528 eV/A
SMILES string = OCCO.OCCO.OCCO.OCCO.OCCO.OCCO.OCCO.OCCO.OCCO.CO.CO.CO
energy above the lowest of the compared OMol25 structures with the same formula, charge and spin = 41.2 kcal per mole

[8]
C21H50AsMnNSSi5 as an isolated structure. Source: OMol25; level of theory: ωB97M-V with the def2-TZVPD basis set.

```
80
Properties=species:S:1:pos:R:3
Mn 1.19916 0.23994 0.13690
S 2.81836 -1.19898 0.09978
C 2.68286 -0.89218 1.83726
C 3.46963 -1.33102 2.88293
C 3.16327 -0.85809 4.15285
C 2.10050 0.01734 4.34027
C 1.34615 0.39326 3.24673
N 1.63323 -0.07881 2.03027
H 4.30099 -1.99845 2.70582
H 3.76177 -1.16922 4.99906
H 1.85533 0.39769 5.32104
H 0.49290 1.05141 3.32937
C -0.85922 2.73626 1.61344
Si 0.17859 3.21358 0.12739
C -0.70657 3.05554 -1.50560
C 0.83415 4.93312 0.41512
C 1.72903 2.05903 0.11495
Si 2.88521 2.14792 -1.41923
C 4.60924 1.59413 -0.98006
C 2.98086 3.86992 -2.11986
C 1.97181 1.00200 -2.61489
H -1.78650 3.31183 1.65220
H -0.30102 2.98270 2.52051
H -1.12053 1.67306 1.64400
H -1.60560 3.67530 -1.52344
H -1.00619 2.02934 -1.73262
H -0.06211 3.40554 -2.31342
H 0.00924 5.55110 0.78055
H 1.22010 5.39593 -0.49117
H 1.61753 4.95516 1.17464
H 2.25954 2.23554 1.05938
H 4.85749 1.86212 0.04974
H 5.32490 2.10845 -1.62489
H 4.76832 0.52450 -1.09847
H 3.41995 4.57058 -1.40825
H 2.02942 4.27200 -2.46425
H 3.65192 3.82509 -2.98261
H 1.28296 0.28076 -2.13227
H 2.65238 0.39901 -3.21831
H 1.34450 1.58682 -3.28980
C -4.25476 -1.38325 -0.63604
Si -3.17201 -0.10819 0.17986
C -3.43959 1.52704 -0.65412
C -3.40767 -0.00746 2.02299
As -0.92131 -1.01335 -0.18105
Si -0.84930 -2.94335 1.32933
C 0.33740 -4.18344 0.61655
C -0.35079 -2.32514 3.01888
C -2.54287 -3.71409 1.44595
Si -0.78576 -1.94238 -2.44236
C -1.93520 -3.41120 -2.49349
C -1.34348 -0.58310 -3.58325
C 0.95254 -2.53401 -2.74861
H -5.29220 -1.10616 -0.42393
H -4.10648 -2.40248 -0.28439
H -4.13510 -1.36410 -1.71997
H -4.49579 1.77134 -0.50126
H -3.27111 1.47793 -1.73036
H -2.85057 2.34302 -0.24061
H -4.43968 0.30780 2.20427
H -2.75866 0.73091 2.49889
H -3.26824 -0.96443 2.52350
H 1.30900 -3.76722 0.35294
H -0.08709 -4.66760 -0.26499
H 0.49943 -4.96438 1.36531
H 0.73255 -2.31647 3.14781
H -0.76260 -3.01167 3.76306
H -0.74049 -1.33130 3.24268
H -2.92605 -4.11533 0.51033
H -3.29985 -3.06728 1.88648
H -2.41329 -4.56367 2.12531
H -2.93026 -3.13424 -2.83984
H -2.03860 -3.92481 -1.54048
H -1.52395 -4.13207 -3.20496
H -2.36338 -0.26618 -3.35617
H -1.34323 -0.96596 -4.60783
H -0.69612 0.29315 -3.56178
H 1.19918 -3.36964 -2.09262
H 1.73725 -1.78401 -2.66542
H 0.97462 -2.91244 -3.77570
```

Output
orbital gap (spin up / spin down) = 0.226 / 0.300 Ha
max |F| = 0.297 eV/A
energy above the lowest of the compared OMol25 structures with the same formula, charge and spin = 3.0 kcal per mole
spin multiplicity = 2
<S²> = 1.121
total charge = +2